Entry 1:
83
Properties=species:S:1:pos:R:3:forces:R:3 method="wB97M-V/def2-TZVPD" homo_lumo_gap_ev="5.4 / 6.1" multiplicity=2 lumo_ev="-4.50 / -4.51" total_energy_ev=-150057.95038 total_charge=+1 largest_force_ev_per_a=0.92 de_lowest_kcal_mol=30.8
Ru 0.771964 -0.412973 -0.491130 0.584 -0.669 0.233
C 0.739024 -2.474461 -2.736154 0.056 -0.023 -0.029
C -0.759802 -2.370411 -2.884179 -0.051 0.088 0.068
C -1.339122 -0.986396 -2.776988 0.175 -0.042 -0.059
C -2.512461 -0.728236 -3.482766 0.023 -0.118 0.050
C -3.119729 0.501051 -3.399568 -0.038 0.139 0.047
C -2.498970 1.488214 -2.643185 -0.062 -0.019 -0.091
C -1.326167 1.181225 -1.995479 0.151 -0.073 -0.069
N -0.748083 -0.043793 -2.024468 -0.394 0.375 0.550
N 1.213056 -2.285611 -1.347508 -0.214 -0.002 0.001
C 0.663605 -3.342261 -0.449558 0.050 -0.200 -0.053
C -0.361741 -2.864413 0.535194 -0.041 -0.040 0.037
C -1.043873 -3.854345 1.285030 0.069 0.049 0.001
C -2.033100 -3.475256 2.199531 0.046 -0.005 0.031
C -2.311884 -2.159056 2.345671 0.091 -0.080 -0.056
C -1.555174 -1.117688 1.606196 0.143 -0.116 -0.172
N -0.549908 -1.583757 0.643220 -0.175 0.047 0.228
C 2.687784 -2.386323 -1.349291 0.111 -0.073 -0.121
C 3.265402 -1.873339 -0.062270 -0.052 -0.143 0.074
C 4.589373 -2.094270 0.279856 -0.093 -0.117 0.027
C 5.064949 -1.563157 1.464697 0.039 0.035 0.077
C 4.193443 -0.863286 2.287510 0.033 -0.079 -0.010
C 2.884404 -0.692969 1.882557 -0.099 -0.144 -0.026
N 2.430281 -1.168731 0.711906 0.070 0.748 -0.320
H 1.232054 -1.717537 -3.345374 0.018 -0.035 -0.005
H 1.078911 -3.453239 -3.095804 -0.035 -0.013 0.035
H -1.298125 -2.990281 -2.165142 -0.029 -0.077 0.090
H -1.012269 -2.763748 -3.870048 -0.043 0.013 0.012
H -2.955398 -1.527133 -4.060473 -0.011 -0.011 0.003
H -4.051714 0.690521 -3.914487 0.000 0.004 -0.006
H -2.908421 2.485282 -2.559834 0.017 0.002 -0.009
H -0.790206 1.934240 -1.439294 -0.031 -0.019 0.062
H 1.486257 -3.796467 0.106851 -0.010 0.040 0.028
H 0.220172 -4.143756 -1.045470 0.037 -0.011 -0.028
H -0.808365 -4.895719 1.116456 -0.001 0.002 -0.015
H -2.576520 -4.226030 2.756394 -0.010 0.010 0.004
H -3.088630 -1.815158 3.018779 0.016 0.009 0.027
H -0.956206 -0.547440 2.324835 -0.114 0.034 0.022
H 3.080372 -1.804323 -2.184946 -0.053 0.037 0.004
H 2.987022 -3.428173 -1.515012 0.051 0.032 -0.007
H 5.228975 -2.670760 -0.375331 -0.002 0.009 -0.010
H 6.099065 -1.703239 1.750443 -0.004 -0.001 0.003
H 4.519264 -0.452145 3.231991 -0.006 -0.003 0.003
H 2.156406 -0.185001 2.496236 0.000 0.062 -0.016
I 3.777685 1.443158 -5.615483 0.022 0.026 -0.099
C 3.321579 1.083458 -3.649575 -0.036 -0.031 0.086
C 4.150110 1.184039 -2.557447 0.038 -0.017 0.021
N 3.431124 0.812403 -1.484100 -0.083 0.092 -0.002
N 2.156139 0.528513 -1.812014 0.111 -0.078 0.051
C 2.084616 0.680762 -3.128436 -0.076 0.066 0.009
H 5.175350 1.499628 -2.468012 -0.003 0.019 -0.004
H 3.625452 1.060969 -0.522938 0.018 -0.010 0.025
H 1.157459 0.513879 -3.650025 0.019 -0.007 -0.009
Br -6.704218 1.872496 1.959226 -0.194 0.075 0.030
C -5.068712 1.105313 1.579928 0.139 0.000 0.069
C -3.924014 1.621272 2.240204 -0.001 -0.126 -0.175
C -2.729340 1.065118 1.949463 0.046 0.116 0.023
C -2.552777 -0.043965 0.994191 0.037 -0.091 0.209
C -3.802815 -0.549363 0.397690 -0.109 0.182 -0.130
C -5.005659 0.049796 0.678772 0.082 -0.068 -0.002
C -3.854832 -1.766119 -0.565844 -0.078 -0.310 0.180
O -4.931740 -1.919158 -1.140225 0.021 0.168 -0.182
O -2.812789 -2.446674 -0.562656 0.072 0.117 -0.336
H -4.020931 2.433073 2.945807 -0.016 0.013 -0.005
H -1.844071 1.442872 2.441745 0.010 -0.036 0.013
H -1.932895 0.366853 0.172898 -0.062 0.011 -0.092
H -5.885816 -0.346189 0.189876 -0.013 0.023 -0.002
O 0.283886 0.724709 2.937911 0.087 -0.005 0.047
C 0.536374 1.622781 2.137240 0.066 -0.014 -0.068
N 0.878220 1.443594 0.830494 -0.560 0.409 -0.327
S 1.370986 2.895532 0.195618 0.168 -0.057 0.166
O 2.814333 2.945161 0.194284 0.051 -0.084 -0.114
O 0.699873 3.211231 -1.033599 -0.007 -0.023 -0.067
C 0.809569 3.904002 1.514969 0.078 0.111 0.057
C 0.807535 5.278774 1.637633 -0.023 -0.020 0.005
C 0.403210 5.793817 2.863673 -0.012 -0.003 0.022
C 0.045151 4.953115 3.917085 0.008 -0.003 -0.026
C 0.070706 3.571637 3.770214 -0.023 0.016 0.005
C 0.455394 3.063261 2.542466 0.001 -0.087 -0.004
H 1.101503 5.924277 0.821507 0.007 -0.005 -0.003
H 0.372266 6.865849 3.004994 0.005 -0.001 0.008
H -0.250159 5.386547 4.863183 -0.007 0.004 -0.003
H -0.193682 2.903889 4.579667 0.004 0.004 0.005

---

Entry 2:
58
Properties=species:S:1:pos:R:3:forces:R:3 method="wB97M-V/def2-TZVPD" homo_lumo_gap_ev=4.9 lumo_ev=-12.07 total_energy_ev=-128542.73272 total_charge=+3 largest_force_ev_per_a=1.51
W -0.076538 -0.061345 0.514710 -1.108 -0.095 1.023
C -1.534927 -3.291877 -0.625106 -0.156 -0.035 -0.229
C -1.249355 -2.590839 -1.932355 0.009 0.044 0.227
C -1.107952 -3.363557 -3.079094 0.050 -0.097 -0.092
C -0.962748 -2.776718 -4.325244 0.002 -0.075 -0.011
C -0.949736 -1.394577 -4.449970 0.048 -0.057 -0.116
C -1.077265 -0.578899 -3.339534 -0.016 0.219 0.075
C -1.069008 0.921414 -3.521603 -0.047 -0.173 -0.056
C -1.219744 -1.199718 -2.087602 -0.104 -0.021 0.070
N -1.379976 -0.321558 -0.937151 0.092 0.008 0.205
C -2.704104 0.278020 -0.882221 0.248 -0.070 -0.089
O -3.620093 -0.094513 -1.529741 -0.137 -0.120 -0.250
C -2.753378 1.370506 0.108361 0.132 -0.067 0.088
C -3.813146 2.225412 0.322461 -0.167 0.096 0.011
C -3.673012 3.209735 1.292611 -0.076 0.048 -0.007
C -2.478482 3.313852 2.004365 -0.101 0.171 0.097
C -1.475379 2.422349 1.719235 0.068 -0.108 -0.127
N -1.623690 1.464611 0.794693 0.120 -0.194 -0.151
C -0.104427 2.411287 2.280839 -0.077 -0.032 -0.053
O 0.363487 3.075000 3.139470 0.170 0.107 0.121
N 0.588009 1.407402 1.552660 0.165 -0.181 -0.356
C 1.881583 0.904925 1.613646 0.267 0.167 0.021
C 2.790597 1.321829 0.561175 -0.198 0.054 0.153
C 2.381716 2.272106 -0.523581 0.154 0.000 0.112
C 4.095922 0.905040 0.647603 0.251 -0.149 0.052
C 4.533756 0.189237 1.764450 0.049 0.013 -0.021
C 3.683631 -0.128537 2.828664 0.216 -0.085 -0.006
C 2.364803 0.243462 2.806574 -0.253 0.087 -0.061
C 1.507013 0.045484 4.017893 0.082 0.020 -0.019
H -0.953257 -4.209386 -0.535826 0.014 0.022 -0.015
H -2.588230 -3.581668 -0.590303 0.015 0.005 -0.009
H -1.344962 -2.679945 0.247807 0.020 0.003 0.033
H -1.139023 -4.444549 -2.991921 -0.020 0.067 -0.012
H -0.873529 -3.401189 -5.205755 0.015 0.042 0.032
H -0.839252 -0.940898 -5.428203 -0.015 -0.024 0.035
H -0.377815 1.208780 -4.313190 -0.018 -0.027 -0.001
H -0.783463 1.465891 -2.621454 0.035 0.056 0.090
H -2.057914 1.275673 -3.824035 0.012 -0.011 0.048
H -4.715661 2.114737 -0.264614 -0.001 -0.009 -0.009
H -4.481677 3.903231 1.485887 0.001 -0.012 0.006
H -2.320730 4.077860 2.755912 0.009 -0.011 -0.016
H 2.537237 3.295190 -0.169593 0.013 0.025 0.039
H 1.338030 2.212325 -0.814889 -0.270 -0.039 -0.074
H 2.996895 2.141960 -1.411274 0.024 -0.014 0.000
H 4.805572 1.190438 -0.120847 -0.021 -0.010 0.051
H 5.581929 -0.085810 1.829572 -0.060 -0.018 -0.001
H 4.079228 -0.634754 3.701839 0.023 0.039 -0.055
H 1.793182 -0.857289 4.558505 -0.007 0.031 -0.052
H 0.445946 0.008716 3.798188 -0.121 0.003 -0.022
H 1.668597 0.889046 4.695922 0.000 0.005 -0.014
Se -2.584351 -2.582886 3.657204 0.090 0.053 -0.076
C -1.641969 -1.679020 2.627181 -0.028 0.061 -0.010
N -0.943581 -1.003545 1.865368 0.605 0.204 -0.380
Cl 1.588013 -0.646365 -1.539448 0.186 0.191 -0.029
C 2.356069 -2.083631 -0.805932 -0.070 -0.006 0.086
Cl 1.576086 -2.290787 0.781848 -0.128 -0.096 -0.204
H 3.412545 -1.899368 -0.673839 0.121 0.076 0.042
H 2.148532 -2.942291 -1.430317 -0.105 -0.078 -0.088